24
Properties=species:S:1:pos:R:3:forces:R:3 method="wB97M-V/def2-TZVPD" gap_ev=8.388 e_above_lowest_kcal_mol=95.1 e_lumo_ev=0.731 total_energy_ev=-15015.09359 smiles="C[C@]12C=CC3=NC=CN(N=C1)[C@@]32C" multiplicity=1 homo_ev=-7.66 total_charge=0
C 1.959349 0.248389 0.062945 3.19 1.48 0.68
C 0.756936 0.001599 -0.728583 -1.96 0.36 -2.07
C 0.634327 -1.324574 -1.577362 2.20 0.22 -0.25
C -0.442732 -2.019671 -1.216041 0.22 1.08 1.46
C -1.271292 -1.166539 -0.322063 -0.38 -1.28 -0.59
N -2.547231 -1.270115 -0.237546 0.87 -0.47 0.48
C -3.201137 -0.121862 0.101012 1.91 1.17 -0.34
C -2.638590 1.092846 -0.215175 -1.18 0.57 -0.52
N -1.266768 1.185714 -0.364218 -1.26 0.43 -0.39
N -0.619420 1.867031 -1.394090 0.75 -0.81 -0.20
C 0.485925 1.239297 -1.583735 0.95 0.36 -1.34
C -0.518822 0.055392 0.119518 0.74 -0.60 1.26
C -0.257956 0.152234 1.648115 -1.95 -5.18 -0.44
H 1.968642 1.402207 0.272666 0.08 -2.11 0.15
H 2.909000 0.123087 -0.595901 -1.39 -0.21 1.39
H 1.958654 -0.332884 1.049546 0.58 0.79 -1.70
H 1.471563 -1.661137 -2.320659 -1.69 0.70 1.61
H -0.646829 -3.056804 -1.329454 -0.41 -0.47 -0.82
H -4.078912 -0.176953 0.641136 -2.16 -0.21 0.25
H -3.357676 1.897547 -0.539462 1.47 -0.36 0.82
H 1.283640 1.565520 -2.327481 -1.45 -0.11 0.94
H -1.172453 -0.007537 2.210224 -0.60 0.77 -0.16
H 0.278560 0.918509 2.022834 1.58 2.90 0.74
H 0.237406 -0.798209 2.041895 -0.09 0.98 -0.95